1.
Below is a molecular structure, C36H37Cl2N4OSiZr at a distorted geometry, with properties calculated with wB97M-V/def2-TZVPD.

- Total charge: +1
- Calculated total energy: -80143.5289 eV
- E_LUMO: -3.472 eV
- E_HOMO: -10.059 eV
- Energy above the lowest of the compared OMol25 structures with the same formula, charge and spin: 0.0 kcal per mole
- Orbital gap: 6.59 eV

Last column: Löwdin charge in e.
Cartesian coordinates (Å):
1 C 0.094 -5.030 -1.277  -0.018
2 H -4.165 2.023 -0.197  0.093
3 C 1.495 4.139 1.690  -0.091
4 H 2.514 0.995 4.846  0.089
5 C 3.718 -4.170 -1.634  -0.596
6 C 0.526 -0.482 -4.965  -0.019
7 C -0.539 0.244 -5.420  0.024
8 H 3.953 0.266 2.920  0.091
9 C -4.908 0.876 1.441  -0.042
10 C -2.884 0.361 0.181  -0.227
11 C 3.875 -1.785 -1.294  -0.573
12 H -1.326 1.007 3.189  0.029
13 H 2.436 3.800 -0.816  0.090
14 H -5.763 1.529 1.554  0.117
15 N -0.206 -0.212 -2.708  0.011
16 C 2.537 -1.689 -1.035  -0.392
17 H -4.237 2.700 -4.242  0.115
18 C 1.755 -2.869 -1.095  -0.161
19 H 0.726 4.338 2.441  0.077
20 C -3.411 2.060 -3.963  -0.049
21 H 2.415 3.872 2.214  0.070
22 H -2.719 1.794 -5.965  0.120
23 C 2.207 2.849 -0.320  -0.101
24 H -0.497 2.856 -0.847  0.054
25 C -3.581 -0.981 2.142  -0.146
26 C 0.666 -0.667 -3.586  -0.087
27 C -2.157 -2.796 2.850  -0.018
28 N 0.412 -2.699 -0.870  0.021
29 C -1.271 -2.431 1.837  -0.136
30 C -0.968 1.871 2.620  -0.200
31 H 1.688 5.082 1.163  0.088
32 C 2.315 -4.117 -1.404  -0.157
33 C -0.146 3.571 -0.094  -0.111
34 H 0.117 4.488 -0.634  0.090
35 C -3.234 1.752 -2.588  0.008
36 H -1.799 2.212 1.999  0.014
37 H 1.271 -0.887 -5.635  0.117
38 O 1.899 -0.546 -0.758  -0.328
39 H 3.643 1.853 2.227  0.074
40 H 1.948 2.132 -1.105  0.060
41 C -2.655 -0.689 1.129  -0.167
42 H 3.371 0.409 1.255  0.043
43 H -0.997 3.803 0.550  0.074
44 H 3.127 2.490 0.142  0.062
45 H -5.447 -0.390 3.073  0.121
46 Cl 4.471 -5.683 -1.997  0.739
47 N -1.500 -1.428 1.008  -0.031
48 C -3.988 1.146 0.397  0.001
49 N -1.942 0.450 -0.866  -0.104
50 C -2.578 1.569 -4.916  -0.027
51 H -1.916 -3.625 3.499  0.119
52 C -1.301 0.480 -3.150  -0.152
53 C 1.507 -0.732 3.013  -0.124
54 H -0.741 2.662 3.338  0.035
55 C -1.482 0.765 -4.511  -0.144
56 H -3.932 2.190 -1.902  0.083
57 H 1.673 -1.314 2.093  0.059
58 C 4.470 -3.038 -1.582  -0.095
59 H 0.473 -0.887 3.335  0.062
60 H 5.534 -3.081 -1.768  0.116
61 H 0.806 1.368 4.629  0.072
62 C 1.789 1.452 4.162  -0.094
63 H -4.007 -2.299 3.789  0.132
64 H -0.604 -5.852 -1.345  0.118
65 H -0.336 -2.961 1.709  0.114
66 Si 0.548 1.446 1.580  0.641
67 H -1.434 -3.576 -0.792  0.121
68 H 2.033 2.512 4.089  0.074
69 H 1.532 -1.182 -3.193  0.109
70 C 3.277 0.825 2.262  -0.097
71 C -0.378 -3.748 -0.965  -0.110
72 Zr -0.037 -0.377 -0.366  1.666
73 H 1.827 -6.195 -1.722  0.105
74 C 1.846 0.749 2.801  -0.657
75 H 2.161 -1.172 3.775  0.092
76 H -0.664 0.440 -6.478  0.130
77 C -2.225 0.930 -2.158  -0.214
78 C 1.073 3.059 0.691  -0.664
79 C -3.301 -2.062 3.002  0.032
80 Cl 4.855 -0.373 -1.273  0.769
81 C -4.737 -0.173 2.285  -0.022
82 C 1.434 -5.215 -1.485  0.013

=====

2.
Below is a molecular structure, C36H37F3P2Sn at a distorted geometry, with properties calculated with wB97M-V/def2-TZVPD.

- Total charge: +2
- Calculated total energy: -70471.9605 eV
- E_LUMO (alpha / beta): -8.329 / -10.049 eV
- E_HOMO (alpha / beta): -13.393 / -12.794 eV
- Energy above the lowest of the compared OMol25 structures with the same formula, charge and spin: 2.2 kcal per mole
- Orbital gap (alpha / beta): 5.06 / 2.75 eV

Last column: Löwdin charge in e.
Cartesian coordinates (Å):
1 C -1.193 2.873 5.669  -0.103
2 C -3.291 1.225 4.165  -0.194
3 H 3.442 2.822 -3.925  0.103
4 C 2.424 4.005 -0.530  -0.059
5 H 0.171 -0.733 -0.357  0.095
6 C -1.717 -5.252 -5.804  -0.048
7 C 1.238 3.825 -1.246  -0.057
8 H 2.598 4.940 0.001  0.116
9 H 4.311 3.125 0.066  0.113
10 C 3.635 2.777 -6.069  -0.052
11 H -1.727 1.328 7.987  0.118
12 H -3.349 3.127 5.981  0.110
13 C -0.609 -0.616 -3.365  -0.310
14 P 1.957 0.238 -3.158  1.103
15 H -2.149 -6.009 -6.472  0.123
16 C 1.026 2.652 -1.973  -0.081
17 C -0.640 -1.460 -0.242  -0.106
18 C -2.748 -3.283 0.002  -0.052
19 C -1.785 -3.040 -4.801  -0.085
20 Sn 1.831 -1.314 3.992  1.496
21 C -1.984 1.698 3.506  -0.190
22 C -0.646 -3.331 -4.046  -0.382
23 C 2.714 0.959 -4.746  -0.340
24 H -3.058 -2.427 1.957  0.111
25 H 3.373 0.379 5.607  0.027
26 H -0.419 3.452 6.192  0.113
27 H -2.310 3.567 7.305  0.115
28 H -2.108 -0.586 6.884  0.097
29 H 4.027 3.796 -6.133  0.119
30 H 2.365 1.310 4.444  0.008
31 C -0.952 -2.352 -1.290  -0.368
32 H -3.566 -3.991 0.084  0.118
33 H -2.250 -2.060 -4.746  0.096
34 C -2.429 2.822 6.506  -0.197
35 C -2.467 -2.394 1.041  -0.058
36 C -2.338 -4.015 -5.639  -0.057
37 C 3.395 2.997 -0.512  -0.075
38 C 3.009 0.428 4.583  -0.261
39 H 3.702 2.435 -8.205  0.118
40 H 3.943 1.028 -1.237  0.108
41 C 2.604 0.184 -5.910  -0.106
42 C -1.403 -1.493 0.922  -0.092
43 C 3.207 1.836 -1.258  -0.110
44 C 2.054 1.707 -2.062  -0.402
45 H -0.004 -6.445 -5.283  0.115
46 H -3.943 0.820 3.373  0.114
47 H 2.835 0.098 -8.046  0.117
48 C 1.561 -2.111 6.211  -0.599
49 H -1.167 -0.820 1.744  0.061
50 H -3.787 2.092 4.620  0.103
51 P 0.086 -2.190 -2.795  1.091
52 F 0.925 -3.296 6.481  0.069
53 C -2.583 0.263 6.406  -0.089
54 H -1.701 -0.490 -3.354  0.099
55 C -3.088 0.117 5.170  -0.072
56 H -1.476 0.841 3.015  0.076
57 H -3.362 -0.889 4.778  0.111
58 H 2.206 -0.824 -5.821  0.102
59 C 0.020 -4.553 -4.255  -0.099
60 H -2.185 -3.995 -1.976  0.116
61 C -2.563 1.479 7.281  -0.162
62 C 3.288 2.231 -4.826  -0.075
63 H -2.272 2.414 2.720  0.120
64 H 3.849 0.518 3.876  0.012
65 H 0.071 2.486 -2.477  0.101
66 F 0.833 -1.117 6.914  0.013
67 H -3.261 -3.798 -6.173  0.116
68 H -3.447 1.589 7.931  0.131
69 H -0.086 2.728 3.901  0.093
70 F 2.803 -2.176 6.790  0.062
71 C 2.961 0.710 -7.151  -0.058
72 C 0.255 0.366 -3.741  -0.330
73 C -0.517 -5.500 -5.126  -0.061
74 C -1.981 -3.288 -1.164  -0.058
75 H -0.012 1.231 -4.374  0.109
76 C -1.034 2.466 4.401  -0.119
77 H 0.471 4.599 -1.259  0.117
78 H 0.955 -4.752 -3.731  0.104
79 C 3.462 2.015 -7.227  -0.052

=====

3.
Below is a gas-phase ion, C36H37N2O2S (charge +1) at a distorted geometry, with properties calculated with wB97M-V/def2-TZVPD.

- Total charge: +1
- Calculated total energy: -55836.2688 eV
- E_LUMO: -2.472 eV
- E_HOMO: -9.903 eV
- Energy above the lowest of the compared OMol25 structures with the same formula, charge and spin: 0.0 kcal per mole
- Orbital gap: 7.43 eV

Last column: Löwdin charge in e.
Cartesian coordinates (Å):
1 C 2.259 -0.718 1.904  -0.073
2 C -2.902 -1.063 -0.833  -0.061
3 C -0.444 1.530 1.116  -0.113
4 N 1.824 -2.554 -2.655  -0.009
5 C -0.885 4.022 0.673  -0.047
6 H 3.976 -0.756 3.196  0.117
7 C 0.609 7.963 0.431  -0.059
8 S 3.163 -2.110 -0.547  1.248
9 H -2.517 -1.426 0.125  0.055
10 C 1.233 -1.460 1.301  -0.267
11 H 1.864 -4.505 2.692  0.115
12 C -0.177 -1.408 -3.376  -0.140
13 H 1.293 8.810 0.382  0.093
14 H -1.069 -2.453 -1.758  0.168
15 H 3.796 -3.218 3.606  0.111
16 C 5.029 -3.922 -1.699  -0.055
17 H -4.018 3.033 3.673  0.127
18 H 6.361 -5.198 -2.834  0.116
19 C 1.775 4.579 1.314  0.011
20 H 2.317 0.352 1.707  0.100
21 H -1.027 -1.525 -4.053  0.124
22 C 3.371 -3.998 -3.987  0.003
23 H -0.218 8.185 1.118  0.096
24 H -1.152 6.146 0.387  0.109
25 H 2.057 2.454 1.373  0.100
26 H -7.236 0.015 3.000  0.095
27 H -1.778 3.309 2.721  0.114
28 H -3.757 -1.220 2.996  0.115
29 C -0.655 -1.446 -1.958  -0.206
30 C -2.060 -0.037 2.340  -0.034
31 O -5.462 0.902 3.338  -0.082
32 C 0.286 -0.834 0.279  -0.264
33 C -4.110 0.925 3.190  -0.263
34 C 5.418 -4.648 -2.839  -0.057
35 C 3.186 -1.350 2.734  -0.073
36 C 1.064 -2.819 1.622  -0.062
37 H -1.935 3.809 0.458  0.124
38 N 0.549 -1.294 -1.071  0.036
39 H -1.419 -0.908 2.211  0.103
40 H -3.301 0.734 -2.778  0.092
41 H -3.667 -0.308 -0.607  0.094
42 H -0.721 -1.189 0.504  0.099
43 C -0.004 2.961 0.983  -0.199
44 C 3.061 -2.715 2.982  -0.074
45 C 0.894 5.632 0.973  -0.261
46 H 0.271 -3.474 -3.727  0.151
47 C -3.477 2.185 3.261  0.016
48 O 1.424 6.885 0.944  -0.088
49 H 2.792 4.816 1.619  0.122
50 H -2.959 -0.809 -3.552  0.091
51 C 4.606 -4.666 -3.984  -0.052
52 H 1.270 -2.326 -4.641  0.137
53 C 0.284 0.658 0.344  -0.033
54 C -3.334 -0.217 2.870  -0.010
55 C -2.237 2.324 2.685  -0.024
56 H 0.962 1.127 -0.378  0.137
57 H 0.263 -0.420 -3.568  0.149
58 C 1.348 3.269 1.214  -0.028
59 H -1.796 0.545 -3.675  0.082
60 H -5.922 -1.148 3.392  0.088
61 H 5.610 -3.926 -0.779  0.117
62 H 0.212 7.737 -0.569  0.095
63 H 4.932 -5.204 -4.872  0.115
64 C -2.495 0.028 -3.009  -0.072
65 H -3.396 -1.902 -1.346  0.096
66 C 3.849 -3.181 -1.745  -0.414
67 C -0.455 5.343 0.648  -0.007
68 C -1.578 1.254 2.022  -0.137
69 H -1.412 0.447 -1.221  0.127
70 C 0.791 -2.508 -3.676  -0.110
71 C 1.998 -3.448 2.442  -0.072
72 C -6.190 -0.242 2.832  -0.049
73 H 0.174 -3.339 1.248  0.130
74 C 1.698 -1.946 -1.450  -0.359
75 C 3.023 -3.267 -2.855  -0.224
76 C -1.824 -0.445 -1.713  -0.349
77 H 2.703 -4.032 -4.848  0.115
78 H -6.004 -0.396 1.758  0.096